# 1
C6H13N3 | ωB97M-V/def2-TZVPD

The calculation puts the relative energy (zero: lowest compared OMol25 entry of this formula, charge and spin) at 3.551 eV. For the max |F|, the calculation gives 0.0387 Eh/bohr. The calculation puts the HOMO-LUMO gap (alpha / beta) at 8.51 / 8.51 eV. The calculation puts the HOMO energy (alpha / beta) at -7.6 / -7.6 eV. As for the molecular weight: 127.2 g mol⁻¹.

Each line ends with the Mulliken charge.
Positions of all 22 atoms, in Å:
C1 0.5075 0.0612 1.5132  0.27
C2 1.5677 0.5128 -1.5225  -0.97
C3 -0.6037 -0.7200 2.1436  -1.21
N1 0.6596 -0.5774 -1.1798  -0.14
C4 -0.7191 -0.3505 -1.3338  0.58
N2 1.0152 1.1170 2.2100  -0.55
C5 -1.2883 0.8444 -0.5983  -0.27
C6 -1.5233 -1.2227 -1.9522  -1.07
N3 -0.8139 1.3301 0.4496  -0.66
H1 0.9424 -1.4515 -1.6060  0.22
H2 1.2991 -0.5807 1.1316  0.34
H3 0.2774 1.8133 2.3450  0.34
H4 1.8366 1.5492 1.8078  0.27
H5 -2.2225 1.2116 -1.0698  0.36
H6 2.5850 0.2360 -1.2288  0.32
H7 1.5553 0.7566 -2.5931  0.33
H8 1.2763 1.3986 -0.9601  0.33
H9 -0.1888 -1.3452 2.9402  0.34
H10 -1.3669 -0.0495 2.5270  0.34
H11 -1.0553 -1.3639 1.3913  0.31
H12 -1.1485 -2.1056 -2.4544  0.27
H13 -2.5920 -1.0637 -1.9603  0.26

---

# 2
C4H8N2O | ωB97M-V/def2-TZVPD

The calculation puts the relative energy (zero: lowest compared OMol25 entry of this formula, charge and spin) at 4.152 eV. For the max |F|, the calculation gives 0.0156 Eh/bohr. The calculation puts the HOMO-LUMO gap at 9.89 eV. The calculation puts the HOMO energy at -9.1 eV. As for the molecular weight: 100.1 g mol⁻¹.

Each line ends with the Mulliken charge.
Positions of all 15 atoms, in Å:
C1 -0.4151 -1.3303 0.7931  -1.10
C2 0.2792 1.2398 -1.2243  -0.29
C3 -1.2257 1.1672 -1.6588  -0.23
N1 -0.6492 1.8172 -0.5335  -0.09
C4 1.0025 -1.0683 0.3125  0.63
O1 1.4415 -1.5402 -0.7169  -0.58
N2 1.7368 -0.2213 1.1114  -0.37
H1 -0.8769 -0.4304 1.2122  0.32
H2 -1.0062 -1.6849 -0.0540  0.24
H3 -0.4125 -2.1101 1.5617  0.38
H4 -1.5231 1.7760 -2.5145  0.24
H5 -1.8150 0.2655 -1.4721  0.13
H6 -0.8118 2.3998 0.2762  0.25
H7 1.5937 -0.2232 2.1086  0.22
H8 2.6817 -0.0568 0.7984  0.25

---

# 3
C16H20N2O4 | ωB97M-V/def2-TZVPD

The calculation puts the relative energy (zero: lowest compared OMol25 entry of this formula, charge and spin) at 3.492 eV. For the max |F|, the calculation gives 0.0255 Eh/bohr. The calculation puts the HOMO-LUMO gap at 8.81 eV. The calculation puts the HOMO energy at -8.1 eV. As for the molecular weight: 304.3 g mol⁻¹. As for the SMILES: CCCc1ccc(OCc2ccc(C(=O)NN)o2)c(OC)c1.

Each line ends with the Mulliken charge.
Positions of all 42 atoms, in Å:
C1 -4.7540 -1.5667 1.8774  -1.16
C2 -5.2520 -1.1826 0.4905  -0.30
C3 -4.9187 0.2743 0.1424  -1.30
C4 -3.4353 0.4971 0.0642  -0.15
C5 -2.7424 1.1157 1.0858  -0.95
C6 -1.3648 1.2812 1.0135  -0.53
C7 -0.6597 0.8263 -0.0844  0.88
O1 0.6913 0.9346 -0.2607  -0.27
C8 1.4522 1.5401 0.7642  -0.69
C9 2.8812 1.5299 0.3345  0.27
C10 3.6519 2.4912 -0.2578  -0.66
C11 4.9205 1.9111 -0.4627  -0.64
C12 4.8348 0.6294 0.0167  0.62
C13 5.8550 -0.4251 0.0570  0.15
O2 6.9981 -0.2741 -0.3398  -0.70
N1 5.4237 -1.5943 0.5918  0.15
N2 6.2287 -2.7490 0.5549  -0.89
O3 3.5920 0.4001 0.5044  -0.37
C14 -1.3560 0.1926 -1.1370  0.80
O4 -0.5858 -0.2241 -2.1811  -0.42
C15 -1.2163 -0.8649 -3.2604  -0.94
C16 -2.7269 0.0399 -1.0459  -0.17
H1 -5.0042 -2.6017 2.0988  0.37
H2 -3.6744 -1.4506 1.9377  0.29
H3 -5.2106 -0.9338 2.6353  0.29
H4 -4.7975 -1.8418 -0.2520  0.30
H5 -6.3346 -1.3193 0.4418  0.38
H6 -5.3500 0.9297 0.9011  0.41
H7 -5.3763 0.5198 -0.8190  0.36
H8 -3.2702 1.4796 1.9545  0.32
H9 -0.8558 1.7704 1.8289  0.39
H10 1.3459 0.9757 1.7023  0.42
H11 1.1313 2.5784 0.9241  0.47
H12 3.3481 3.4852 -0.5132  0.49
H13 5.7863 2.3605 -0.9025  0.49
H14 4.4435 -1.7556 0.7707  0.31
H15 6.9646 -2.5653 -0.1304  0.31
H16 6.6891 -2.8701 1.4592  0.24
H17 -1.9440 -0.2095 -3.7510  0.37
H18 -0.4206 -1.1070 -3.9632  0.23
H19 -1.7143 -1.7890 -2.9471  0.37
H20 -3.2737 -0.4384 -1.8436  0.47

---

# 4
C53H46N9OP2S2Sr | ωB97M-V/def2-TZVPD

For the max |F|, the calculation gives 0.0150 Eh/bohr. The calculation puts the HOMO-LUMO gap (alpha / beta) at 3.30 / 3.07 eV. The calculation puts the HOMO energy (alpha / beta) at -1.3 / -1.1 eV. As for the molecular weight: 1038.7 g mol⁻¹. Its charge is -1.

Each line ends with the Mulliken charge.
Positions of all 114 atoms, in Å:
Sr1 0.3147 0.6598 -0.0931  1.53
N1 4.1398 -0.0721 0.3313  -0.61
C1 3.7531 1.2652 0.4339  -0.10
N2 2.5332 1.6764 0.4981  0.70
C2 2.4835 3.0824 0.6672  -0.82
C3 3.7471 3.6752 0.6621  -0.64
S1 4.9864 2.4664 0.5619  -0.38
C4 1.2574 3.7503 0.8457  -0.35
C5 1.0797 5.1140 1.0985  -0.76
S2 -0.6127 5.5252 1.0223  -0.35
C6 -0.9663 3.8666 0.6910  0.04
N3 0.0435 3.0653 0.6725  0.36
N4 -2.2531 3.4115 0.4206  -0.63
H1 3.3452 -0.6291 0.0347  0.17
H2 4.8068 -0.1512 -0.4352  0.37
H3 3.9882 4.7165 0.7766  0.47
H4 1.8284 5.8552 1.3109  0.50
H5 -2.8817 4.1656 0.1769  0.30
H6 -2.2246 2.7567 -0.3633  0.13
C7 -2.0203 -0.4922 -8.5118  -1.89
C8 -0.8627 -0.8354 -7.5602  1.39
C9 0.2614 -1.5325 -8.3459  -1.81
C10 -1.3612 -1.7747 -6.4771  0.93
C11 -2.0218 -2.9488 -6.8294  -0.29
C12 -2.4521 -3.8534 -5.8796  -1.77
C13 -2.1850 -3.6017 -4.5430  -0.51
C14 -1.5133 -2.4542 -4.1412  0.45
P1 -1.0576 -2.2125 -2.3713  2.19
C15 -2.0506 -3.5393 -1.5739  -0.31
C16 -3.2926 -3.1495 -1.0775  -0.58
C17 -4.1211 -4.0661 -0.4487  -0.70
C18 -3.7126 -5.3825 -0.2945  -0.49
C19 -2.4747 -5.7812 -0.7824  -0.78
C20 -1.6527 -4.8672 -1.4216  -0.06
C21 0.5874 -3.0456 -2.3503  0.10
C22 1.2496 -3.5263 -3.4751  -0.41
C23 2.4995 -4.1244 -3.3599  -0.73
C24 3.1081 -4.2460 -2.1200  -0.66
C25 2.4655 -3.7530 -0.9913  -0.67
C26 1.2244 -3.1522 -1.1123  -0.38
C27 -1.1376 -1.5240 -5.1255  -1.07
O1 -0.5168 -0.3997 -4.6885  0.07
C28 -0.2512 0.6280 -5.5692  -1.52
C29 0.1108 1.8510 -4.9901  -0.14
C30 0.5257 2.8602 -5.8486  -0.22
C31 0.5294 2.6870 -7.2243  -1.62
C32 0.0788 1.4972 -7.7605  -0.03
C33 -0.3335 0.4437 -6.9418  1.25
P2 0.2156 2.0588 -3.1312  3.93
C34 0.0977 3.8746 -3.0195  -0.08
C35 0.9981 4.6288 -2.2717  -0.28
C36 0.8026 5.9981 -2.1218  -0.78
C37 -0.2926 6.6144 -2.7022  -0.81
C38 -1.2157 5.8570 -3.4157  -0.82
C39 -1.0246 4.4967 -3.5710  0.18
C40 1.8263 1.4961 -2.7299  0.67
C41 1.9857 0.0710 -2.5805  1.64
C42 3.2157 -0.5391 -2.6765  -0.45
C43 4.3852 0.1883 -2.9113  -1.20
C44 4.2402 1.5839 -3.1336  -0.86
C45 3.0276 2.2085 -3.0770  -1.17
H7 -2.4047 -1.3852 -9.0045  0.43
H8 -1.6917 0.1951 -9.2903  0.40
H9 -2.8369 -0.0222 -7.9639  0.38
H10 -0.0942 -2.4674 -8.7820  0.41
H11 1.1033 -1.7551 -7.6894  0.34
H12 0.6203 -0.8916 -9.1524  0.40
H13 -2.1965 -3.1565 -7.8778  0.33
H14 -2.9771 -4.7535 -6.1706  0.41
H15 -2.5054 -4.3215 -3.8044  0.49
H16 -3.6129 -2.1216 -1.1988  0.40
H17 -5.0858 -3.7464 -0.0749  0.44
H18 -4.3539 -6.0990 0.2029  0.37
H19 -2.1507 -6.8081 -0.6683  0.42
H20 -0.6909 -5.1892 -1.8017  0.48
H21 0.7906 -3.4393 -4.4515  0.36
H22 2.9984 -4.4873 -4.2497  0.36
H23 4.0829 -4.7079 -2.0308  0.32
H24 2.9395 -3.8250 -0.0204  0.38
H25 0.7255 -2.7858 -0.2174  0.53
H26 0.8395 3.8114 -5.4385  0.56
H27 0.8651 3.4886 -7.8702  0.40
H28 0.0516 1.3702 -8.8354  0.37
H29 1.8197 4.1420 -1.7626  -0.01
H30 1.5035 6.5635 -1.5211  0.38
H31 -0.4432 7.6804 -2.5820  0.35
H32 -2.0899 6.3300 -3.8480  0.43
H33 -1.7539 3.9105 -4.1158  0.31
H34 1.0944 -0.5401 -2.4969  -0.93
H35 3.2619 -1.6213 -2.5795  -0.05
H36 5.3440 -0.2975 -3.0337  0.31
H37 5.1180 2.1766 -3.3702  0.29
H38 2.9812 3.2655 -3.3072  0.33
N5 2.1167 0.3469 4.8492  -0.60
N6 0.9974 0.0724 4.0877  1.15
N7 -0.2273 0.2174 4.5476  -0.98
C46 -0.9296 -0.0586 3.4603  -0.32
N8 -0.1570 -0.3750 2.4200  -0.12
N9 1.0907 -0.2772 2.8375  0.00
H39 1.7957 0.4214 5.8064  0.30
H40 2.7605 -0.4280 4.7403  0.26
H41 -2.0034 -0.0160 3.4207  0.47
C47 -0.9168 1.3038 -2.1679  -0.49
C48 -2.3012 1.1412 -2.3950  0.63
C49 -3.0016 1.3925 -3.6161  0.10
C50 -4.3561 1.1948 -3.7660  -0.79
C51 -5.1560 0.7417 -2.7198  -1.14
C52 -4.5227 0.4822 -1.5084  -0.62
C53 -3.1609 0.6549 -1.3596  -0.63
H42 -2.4412 1.7561 -4.4695  0.14
H43 -4.8040 1.4086 -4.7323  0.40
H44 -6.2220 0.6036 -2.8414  0.34
H45 -5.0994 0.1330 -0.6563  0.47
H46 -2.7279 0.4252 -0.3843  0.38